{"formula": "C4H7ClN3", "method": "the ωB97M-V functional and the def2-TZVPD basis", "symbols": ["C", "C", "N", "H", "N", "N", "H", "C", "C", "H", "H", "Cl", "H", "H", "H"], "coordinates": [[-0.506, -0.926, 0.056], [-0.871, 0.393, 0.830], [1.447, 0.017, -0.770], [-1.882, 0.666, 0.579], [0.511, -0.944, -0.799], [-1.396, -1.914, 0.088], [-0.582, 0.143, 1.931], [0.903, 1.400, -0.556], [-0.140, 1.544, 0.251], [-0.515, 2.539, 0.637], [2.231, -0.137, -1.975], [2.851, -0.206, 0.542], [-2.345, -1.939, 0.472], [-1.114, -2.818, -0.144], [1.408, 2.182, -1.141]], "lowdin_charge": [-0.307, -0.077, -0.423, 0.124, 0.020, 0.210, 0.179, -0.119, -0.079, 0.157, 0.365, 0.559, 0.153, 0.106, 0.131], "charge": 1, "molar_mass_g_mol": 132.6, "homo_lumo_gap_ev": 8.53, "e_above_lowest_kcal_mol": 96.71, "e_lumo_ev": -5.684}

{"formula": "C4H15NO3", "method": "the ωB97M-V functional and the def2-TZVPD basis", "symbols": ["C", "O", "H", "H", "H", "H", "H", "H", "H", "H", "O", "H", "H", "C", "H", "H", "H", "O", "C", "N", "H", "H", "C"], "coordinates": [[-1.655, 0.375, 0.423], [0.553, 3.101, -2.670], [1.485, 0.401, 1.823], [-2.266, -0.401, -0.013], [0.267, 3.099, -1.803], [-0.705, -0.699, -1.618], [-1.206, -2.852, 0.243], [2.418, 1.317, 0.687], [1.716, 2.148, 2.162], [-0.509, 2.268, 1.158], [0.181, -2.670, 1.327], [-1.990, 0.554, 1.431], [0.653, 0.413, -1.939], [-0.387, 0.604, -0.018], [-1.883, -3.954, -0.464], [0.322, -2.169, 2.052], [1.007, -0.893, -0.716], [-1.637, -3.084, -0.645], [1.494, 1.350, 1.333], [0.173, 1.726, 0.601], [0.677, 2.283, -3.052], [1.081, -2.788, 0.870], [0.209, -0.129, -1.173]], "lowdin_charge": [0.026, 0.009, 0.033, 0.041, -0.021, 0.114, 0.022, 0.080, 0.102, 0.114, -0.028, 0.051, 0.018, -0.477, -0.013, -0.018, 0.115, -0.085, -0.080, -0.059, -0.021, 0.116, -0.040], "smiles": "C=C(C)NC.O.O.O", "molar_mass_g_mol": 125.2, "homo_lumo_gap_ev": 8.68, "e_above_lowest_kcal_mol": 61.80, "e_lumo_ev": 0.280}

{"formula": "C4H7NO", "method": "the ωB97M-V functional and the def2-TZVPD basis", "symbols": ["O", "H", "C", "N", "H", "C", "H", "C", "H", "H", "H", "H", "C"], "coordinates": [[-0.122, 0.177, -1.127], [-1.418, 0.299, 0.493], [-0.346, 0.212, 0.258], [-1.079, -2.366, -1.250], [2.080, 2.728, 0.599], [-1.299, -2.852, -0.231], [2.227, 1.150, -0.355], [0.338, 1.566, 0.468], [-0.270, 2.265, 1.025], [0.159, -0.592, 0.810], [-0.419, -0.790, -1.459], [-1.478, -3.605, 0.499], [1.627, 1.808, 0.269]], "lowdin_charge": [-0.151, 0.105, -0.313, 0.097, 0.046, 0.003, 0.064, -0.169, 0.086, 0.102, 0.060, 0.070, -0.001], "smiles": "C=CCO.C#N", "molar_mass_g_mol": 85.1, "homo_lumo_gap_ev": 9.96, "e_above_lowest_kcal_mol": 77.04, "e_lumo_ev": 0.771}

{"formula": "C2HNO2S", "method": "the ωB97M-V functional and the def2-TZVPD basis", "symbols": ["C", "N", "S", "O", "C", "H", "O"], "coordinates": [[-1.922, 0.444, -0.461], [-1.649, 1.286, 0.235], [0.327, -2.095, 0.303], [1.094, -0.638, 0.205], [1.911, 0.204, 0.366], [-2.480, -0.227, -1.098], [2.719, 1.026, 0.450]], "lowdin_charge": [-0.130, 0.063, 0.485, -0.485, -0.271, 0.065, 0.274], "molar_mass_g_mol": 103.1, "homo_lumo_gap_ev": 8.64, "e_above_lowest_kcal_mol": 99.95, "e_lumo_ev": -0.051}

For the records above, the corresponding HOMO values read -14.218; -8.396; -9.191; -8.692 eV.